# 1
ORCA calculation (the ωB97M-V functional and the def2-TZVPD basis) on a cluster of 2 separate species, C4H11NO3 in total.

Values from the calculation:
Energy above the lowest of the compared OMol25 structures with the same formula, charge and spin ... 39.1 kcal per mole
SMILES ... CN[C@H](C)C(=O)O.O

Atoms and positions in Å:
1 C 1.642 -0.659 0.155
2 N 0.454 -0.207 0.848
3 C -1.282 -0.709 -0.951
4 C -0.703 0.286 0.105
5 C -0.317 1.666 -0.478
6 O -1.112 2.594 0.089
7 O 0.514 1.976 -1.282
8 H 2.399 -0.602 1.007
9 H 1.971 0.169 -0.527
10 H 1.656 -1.652 -0.299
11 H 0.203 -0.667 1.746
12 H -1.936 -1.472 -0.517
13 H -1.865 -0.254 -1.748
14 H -0.448 -1.297 -1.302
15 H -1.447 0.369 0.942
16 H -0.956 3.539 -0.044
17 H 0.153 -4.128 1.858
18 H 1.144 -4.171 0.700
19 O 0.541 -3.583 1.164

Atomic forces in eV per Å
1.47 1.62 1.83
-0.71 -0.15 0.40
0.20 -0.01 0.63
-0.49 -1.03 0.90
-0.76 0.71 0.26
-1.19 -0.09 1.20
0.40 -0.72 -0.19
-0.42 -0.60 -1.34
-0.38 -1.05 0.21
-0.22 0.09 -0.10
0.46 0.30 -1.48
0.02 0.35 0.45
0.33 0.19 -0.16
0.26 0.06 -0.76
0.37 0.71 -1.20
0.69 -0.36 -0.68
0.04 0.05 -0.10
0.02 0.00 0.00
-0.08 -0.08 0.12

=====

# 2
ORCA calculation (the ωB97M-V functional and the def2-TZVPD basis) on a cluster of 2 separate species, C4H11NO3 in total.

Values from the calculation:
Energy above the lowest of the compared OMol25 structures with the same formula, charge and spin ... 52.6 kcal per mole
SMILES ... C[C@H](O)[C@@H](N)C=O.O

Atoms and positions in Å:
1 O -0.202 2.367 -0.260
2 C -1.160 1.643 -0.152
3 C -0.984 0.101 -0.062
4 C 0.475 -0.213 0.331
5 C 0.775 -1.701 0.192
6 O 0.507 -0.083 1.776
7 N -2.113 -0.349 0.687
8 H -2.189 2.040 -0.021
9 H -1.108 -0.271 -1.119
10 H 1.211 0.330 -0.274
11 H 0.717 -2.296 -0.715
12 H 0.195 -2.126 1.020
13 H 1.876 -1.825 0.300
14 H 0.683 0.840 2.027
15 H -2.088 -1.352 0.844
16 H -2.128 0.058 1.619
17 H 2.538 0.890 -1.695
18 H 1.158 1.321 -2.213
19 O 1.834 0.625 -2.287

Atomic forces in eV per Å
-0.26 0.40 -0.22
0.72 -0.84 0.28
0.10 1.52 -2.28
-1.12 -1.51 0.53
1.37 -0.36 0.41
0.86 1.16 -0.25
-0.19 -0.81 0.88
0.14 -0.12 -0.18
0.05 0.33 0.70
-0.59 0.32 0.85
-1.19 0.62 -0.54
0.53 -0.65 -0.28
-0.63 0.09 0.97
-0.04 -0.37 -0.25
-0.07 0.04 -0.17
0.16 -0.03 -0.12
0.21 0.22 0.06
0.45 -0.24 0.04
-0.49 0.19 -0.41

=====

# 3
ORCA calculation (the ωB97M-V functional and the def2-TZVPD basis) on a cluster of 2 separate species, C4H11NO3 in total.

Values from the calculation:
Energy above the lowest of the compared OMol25 structures with the same formula, charge and spin ... 29.0 kcal per mole
SMILES ... CC(=O)NCCO.O

Atoms and positions in Å:
1 C -2.962 -0.200 -0.500
2 C -2.341 -0.536 0.823
3 N -1.114 0.004 1.103
4 C -0.317 0.894 0.272
5 C 1.172 0.582 0.332
6 O 1.790 1.137 1.472
7 O -2.908 -1.228 1.649
8 H -2.813 0.847 -0.759
9 H -2.589 -0.780 -1.348
10 H -4.035 -0.341 -0.457
11 H -0.649 -0.244 1.958
12 H -0.695 0.897 -0.746
13 H -0.468 1.930 0.585
14 H 1.605 1.007 -0.566
15 H 1.335 -0.502 0.293
16 H 1.415 0.726 2.257
17 H 3.881 -1.146 -1.754
18 H 5.283 -1.323 -2.291
19 O 4.409 -1.726 -2.324

Atomic forces in eV per Å
-0.23 0.56 -0.61
0.13 -0.20 0.81
0.55 0.31 -0.69
-0.53 0.24 -0.09
-0.66 -0.31 -0.25
0.20 0.15 0.03
0.05 -0.05 -0.22
0.09 0.08 0.02
0.19 -0.13 0.28
-0.08 -0.26 0.23
-0.61 -0.36 0.34
0.19 -0.45 -0.16
0.21 0.14 0.21
0.46 0.27 0.10
-0.09 0.01 -0.05
0.12 0.01 0.03
0.09 -0.28 -0.21
0.04 -0.11 -0.08
-0.13 0.39 0.30

=====

# 4
ORCA calculation (the ωB97M-V functional and the def2-TZVPD basis) on a cluster of 2 separate species, C4H11NO3 in total.

Values from the calculation:
Energy above the lowest of the compared OMol25 structures with the same formula, charge and spin ... 115.3 kcal per mole
Multiplicity ... 2
Net charge ... +1
<S²> ... 0.76

Atoms and positions in Å:
1 C 0.939 -1.879 -0.286
2 N 0.900 -0.366 -0.312
3 C -0.145 0.271 0.527
4 C 0.450 -0.180 2.025
5 O 0.721 0.915 2.683
6 C -1.597 0.288 0.348
7 O -2.135 0.223 -0.755
8 H 1.383 -2.190 0.606
9 H -0.067 -2.403 -0.431
10 H 1.595 -2.240 -1.146
11 H 0.510 0.010 -1.284
12 H 0.082 1.394 0.503
13 H 1.543 -0.598 2.075
14 H -0.300 -0.917 2.417
15 H -0.145 1.361 3.006
16 H -2.062 0.169 1.435
17 H 0.139 1.564 -3.417
18 H 0.782 0.352 -2.856
19 O 0.459 0.745 -3.729

Atomic forces in eV per Å
-0.05 0.22 -2.87
-6.03 0.29 -2.81
7.05 0.20 1.20
0.87 -2.74 -1.20
-2.91 4.17 2.98
-3.60 -2.45 -1.50
1.46 0.56 3.66
0.57 -0.52 1.47
0.93 1.16 0.29
-0.80 0.69 1.15
2.27 -0.94 1.86
-0.12 -0.98 -0.22
-2.29 -0.36 -1.33
0.48 0.56 0.18
2.14 -0.67 -0.45
-0.10 0.71 -2.07
-0.78 1.88 0.08
-0.24 0.55 -2.38
1.16 -2.32 1.97

=====

# 5
ORCA calculation (the ωB97M-V functional and the def2-TZVPD basis) on a cluster of 2 separate species, C4H11NOS in total.

Values from the calculation:
Energy above the lowest of the compared OMol25 structures with the same formula, charge and spin ... 43.2 kcal per mole
SMILES ... C=C(C)C.NSO

Atoms and positions in Å:
1 C -1.374 -1.181 -0.078
2 C 0.727 -1.868 1.032
3 C -0.489 0.226 1.760
4 C -0.448 -0.956 0.840
5 N 1.079 2.666 -1.832
6 O 0.086 0.430 -2.682
7 S 0.551 1.170 -1.275
8 H 0.575 3.456 -1.459
9 H -1.330 -2.041 -0.724
10 H -2.213 -0.520 -0.220
11 H 0.937 -1.999 2.093
12 H 1.611 -1.434 0.565
13 H 0.545 -2.844 0.584
14 H -0.614 -0.109 2.790
15 H 0.446 0.779 1.697
16 H -1.310 0.892 1.508
17 H 2.078 2.802 -1.781
18 H -0.859 0.533 -2.817

Atomic forces in eV per Å
-0.12 -0.10 -0.02
-0.12 -0.06 -0.12
-0.20 -0.08 -0.15
0.03 -0.11 0.25
0.02 -0.25 0.37
0.30 -0.19 0.03
0.04 0.51 -0.41
-0.09 -0.03 -0.09
0.06 -0.22 -0.12
-0.13 0.22 0.03
0.06 -0.06 0.07
0.12 0.04 0.02
0.06 -0.02 -0.02
0.05 0.01 0.11
0.14 0.12 0.06
-0.04 0.09 0.01
0.01 -0.04 -0.11
-0.19 0.16 0.08

=====

# 6
ORCA calculation (the ωB97M-V functional and the def2-TZVPD basis) on a cluster of 2 separate species, C4H11NOS in total.

Values from the calculation:
Energy above the lowest of the compared OMol25 structures with the same formula, charge and spin ... 48.5 kcal per mole
SMILES ... CC(N)=O.CCS

Atoms and positions in Å:
1 C 0.980 1.368 1.639
2 C 0.702 2.278 0.493
3 S 1.251 -0.486 1.195
4 H 1.799 1.722 2.262
5 H 0.021 1.198 2.147
6 H -0.256 2.233 0.051
7 H 1.769 -0.143 0.020
8 H 1.253 2.276 -0.476
9 H 0.863 3.285 0.928
10 C -2.022 -0.141 -0.333
11 C -1.020 -0.750 -1.270
12 O -1.108 -0.365 -2.386
13 N -0.201 -1.715 -0.830
14 H -2.106 -0.558 0.594
15 H -3.030 -0.280 -0.803
16 H 0.506 -2.191 -1.415
17 H -0.325 -2.301 -0.129
18 H -2.076 0.938 -0.561

Atomic forces in eV per Å
-0.47 -2.50 -0.15
1.21 1.75 -1.00
0.59 2.07 0.78
-0.28 -0.16 0.09
0.55 0.70 0.58
-1.59 -0.23 0.34
0.13 -0.29 -0.26
0.79 -0.50 1.08
-0.35 -0.20 -0.55
-1.73 0.91 -3.07
-1.83 -0.35 1.69
1.16 0.86 -3.29
2.47 0.16 -4.52
0.18 -0.25 2.90
0.67 -0.83 0.12
-0.97 1.15 -0.42
-1.45 -2.13 4.47
0.91 -0.17 1.22

=====

# 7
ORCA calculation (the ωB97M-V functional and the def2-TZVPD basis) on a structure of composition C4H11NOS.

Values from the calculation:
Energy above the lowest of the compared OMol25 structures with the same formula, charge and spin ... 92.5 kcal per mole

Atoms and positions in Å:
1 C -1.385 0.435 0.902
2 C -0.441 1.452 -1.210
3 C 0.368 -2.312 -0.027
4 C -0.167 1.078 0.245
5 N 0.977 0.218 0.427
6 O 0.742 -1.199 -0.735
7 S 2.416 0.837 -0.045
8 H -2.186 1.167 0.977
9 H -1.734 -0.406 0.311
10 H -1.133 0.088 1.901
11 H -1.316 2.093 -1.275
12 H -0.612 0.544 -1.782
13 H 0.413 1.974 -1.637
14 H -0.666 -2.604 -0.258
15 H 0.438 -2.142 1.054
16 H 1.043 -3.144 -0.274
17 H 0.088 1.990 0.807
18 H 3.153 -0.069 0.619

Atomic forces in eV per Å
0.26 0.19 -0.05
0.14 -0.04 0.16
-0.24 -0.65 0.57
-0.80 0.32 -0.27
-0.26 -2.88 -0.88
0.50 3.02 0.87
0.61 0.21 -0.33
-0.10 0.02 -0.02
-0.05 -0.14 -0.09
-0.02 -0.04 0.08
-0.05 0.10 -0.01
-0.02 -0.03 -0.04
0.01 0.09 -0.12
0.04 -0.08 0.08
0.00 -0.07 0.01
-0.11 0.02 0.03
0.02 -0.16 -0.03
0.07 0.13 0.03

=====

# 8
ORCA calculation (the ωB97M-V functional and the def2-TZVPD basis) on an isolated molecule of C4H11NOS.

Values from the calculation:
Energy above the lowest of the compared OMol25 structures with the same formula, charge and spin ... 58.1 kcal per mole

Atoms and positions in Å:
1 C 0.300 -1.131 0.442
2 C 1.256 1.254 0.319
3 C -2.453 0.081 -1.211
4 C 0.165 0.266 -0.099
5 N 1.861 1.824 -0.872
6 O -1.883 0.502 1.517
7 S -1.517 0.969 0.200
8 H -0.419 -1.783 0.062
9 H 1.348 -1.461 0.293
10 H 0.152 -1.077 1.468
11 H 0.768 2.148 0.655
12 H 2.561 2.500 -0.564
13 H 1.918 0.812 1.078
14 H -3.306 -0.302 -0.652
15 H -2.795 0.760 -1.934
16 H -1.728 -0.499 -1.781
17 H 0.264 0.335 -1.228
18 H 2.347 1.083 -1.447

Atomic forces in eV per Å
1.89 1.14 -0.69
-0.84 0.16 -0.05
1.25 0.08 1.84
-0.02 0.53 -2.36
1.70 -1.16 -1.11
-1.20 -1.22 1.88
1.23 1.37 -2.84
-0.93 -1.25 -0.86
-0.65 -0.17 -0.17
-0.31 -0.02 2.09
-0.31 0.26 1.40
-0.07 -0.21 -0.42
-0.01 0.20 -0.18
0.22 -0.90 -0.47
-0.56 1.56 -0.54
-0.47 -1.00 0.57
-0.43 -0.55 1.02
-0.49 1.17 0.89

=====

# 9
ORCA calculation (the ωB97M-V functional and the def2-TZVPD basis) on a cluster of 2 separate species, C4H11NOS in total.

Values from the calculation:
Energy above the lowest of the compared OMol25 structures with the same formula, charge and spin ... 4.7 kcal per mole
SMILES ... CC(N)=O.CSC

Atoms and positions in Å:
1 C 0.727 -1.090 -0.351
2 S 0.452 -1.422 1.410
3 C -0.292 -3.063 1.263
4 H -0.224 -0.987 -0.870
5 H 1.279 -1.918 -0.795
6 H 1.312 -0.182 -0.435
7 H -0.193 -3.558 2.227
8 H -1.339 -3.020 0.967
9 H 0.237 -3.649 0.512
10 C -1.272 1.830 -0.269
11 C 0.020 2.024 -1.018
12 N 1.029 2.576 -0.280
13 O 0.180 1.718 -2.183
14 H -1.235 0.921 0.336
15 H -2.093 1.781 -0.977
16 H -1.443 2.638 0.445
17 H 1.946 2.655 -0.684
18 H 0.909 2.745 0.703

Atomic forces in eV per Å
-0.14 -0.38 0.25
0.08 -0.07 -0.20
0.00 0.03 -0.11
0.03 0.15 -0.10
0.08 0.05 0.01
-0.01 0.07 -0.06
-0.09 -0.01 0.00
-0.03 0.08 0.11
0.14 0.00 0.08
-0.12 0.13 0.28
0.29 0.14 -0.05
-0.15 -0.07 0.13
-0.12 -0.03 0.06
0.05 -0.13 -0.20
-0.02 -0.08 0.01
-0.04 0.11 -0.13
-0.02 0.00 -0.04
0.08 0.02 -0.04

=====

# 10
ORCA calculation (the ωB97M-V functional and the def2-TZVPD basis) on an isolated molecule of C4H11NOSi.

Values from the calculation:
Energy above the lowest of the compared OMol25 structures with the same formula, charge and spin ... 16.4 kcal per mole
SMILES ... CN(C)C(=O)C[SiH3]

Atoms and positions in Å:
1 C 1.220 -1.028 0.161
2 N 1.046 0.395 0.429
3 C 1.956 1.220 -0.363
4 C -0.226 0.924 0.529
5 O -0.421 2.108 0.322
6 C -1.376 0.026 0.917
7 Si -2.197 -0.754 -0.598
8 H 2.155 -1.368 0.604
9 H 1.260 -1.227 -0.915
10 H 0.418 -1.615 0.593
11 H 2.123 2.174 0.126
12 H 2.904 0.691 -0.446
13 H 1.555 1.408 -1.361
14 H -1.109 -0.750 1.634
15 H -2.107 0.681 1.387
16 H -3.652 -0.866 -0.380
17 H -1.633 -2.099 -0.853
18 H -1.917 0.082 -1.783

Atomic forces in eV per Å
0.09 0.00 0.17
-0.43 -0.22 -0.71
0.26 0.06 0.35
0.14 0.14 0.30
-0.03 -0.03 -0.08
-0.01 0.00 0.07
0.09 0.04 -0.05
0.06 -0.01 -0.02
-0.05 -0.03 -0.02
0.01 -0.02 0.01
-0.02 0.05 -0.02
0.03 0.04 0.00
-0.01 -0.01 -0.03
0.03 0.02 0.01
-0.04 0.02 0.00
0.00 -0.02 -0.01
-0.05 -0.03 0.02
-0.06 0.01 0.00

=====

# 11
ORCA calculation (the ωB97M-V functional and the def2-TZVPD basis) on the ion C4H11NP with charge +1.

Values from the calculation:
Energy above the lowest of the compared OMol25 structures with the same formula, charge and spin ... 36.9 kcal per mole
SMILES ... P[C@@H]1CCC[NH2+]1
Net charge ... +1

Atoms and positions in Å:
1 C 1.204 0.508 -0.562
2 C 0.252 1.154 0.511
3 C 1.220 -0.960 -0.212
4 C -0.869 -0.113 0.675
5 N -0.222 -1.310 0.181
6 P -2.600 -0.088 -0.290
7 H 0.862 0.745 -1.587
8 H 2.257 1.142 -0.515
9 H 0.835 1.209 1.416
10 H -0.147 2.054 0.236
11 H 1.466 -1.662 -1.070
12 H 1.941 -1.260 0.622
13 H -1.183 -0.109 1.680
14 H -0.726 -1.730 -0.633
15 H -0.010 -2.035 0.791
16 H -2.068 0.137 -1.522
17 H -3.014 1.281 0.122

Atomic forces in eV per Å
1.68 3.17 0.24
0.32 -5.51 -0.63
1.72 -1.16 -1.36
-1.07 3.80 -1.41
1.51 0.35 -2.08
0.18 0.88 2.46
-0.09 -0.56 0.45
-2.38 -2.25 0.04
-0.20 0.19 0.57
-1.20 2.08 -0.63
-0.13 1.01 0.93
-1.29 0.65 -0.81
0.01 -0.75 1.29
0.49 0.40 0.73
-0.62 -1.79 2.04
0.51 0.70 -1.14
0.55 -1.22 -0.70

=====

# 12
ORCA calculation (the ωB97M-V functional and the def2-TZVPD basis) on a cluster of 2 separate species, C4H11NP2 in total.

Values from the calculation:
Energy above the lowest of the compared OMol25 structures with the same formula, charge and spin ... 100.8 kcal per mole

Atoms and positions in Å:
1 C 0.543 0.872 -0.845
2 C 0.362 0.112 1.542
3 C 1.868 -1.019 -0.095
4 C 0.463 -0.333 0.023
5 N -4.493 0.668 -0.889
6 P -3.212 0.236 -0.256
7 P -0.856 -1.576 -0.632
8 H 0.361 0.826 -1.902
9 H 0.016 1.697 -0.347
10 H 1.564 1.247 -0.926
11 H -0.678 0.360 1.658
12 H 0.892 1.090 1.741
13 H 0.715 -0.697 2.183
14 H 2.173 -1.259 -1.126
15 H 2.579 -0.293 0.257
16 H 2.006 -1.927 0.411
17 H -3.048 0.942 1.111
18 H -1.253 -0.946 -1.909

Atomic forces in eV per Å
0.59 2.20 0.15
-0.20 0.39 -1.57
-0.51 0.59 -1.56
1.46 -1.17 0.13
-0.99 0.26 -0.61
1.53 0.06 1.92
-0.55 1.02 0.09
-1.06 -0.53 -0.40
-0.35 -0.02 -0.66
0.42 0.02 0.67
-0.57 -0.12 0.82
-0.08 -1.27 -0.39
-0.27 0.28 0.17
-0.38 0.29 0.03
0.43 0.25 0.34
-0.14 -1.25 1.17
-0.10 -0.64 -1.19
0.77 -0.37 0.92